# C23H31N3OS2Yb

A molecular structure, C23H31N3OS2Yb in a non-equilibrium geometry (ωB97M-V/def2-TZVPD, OMol25).

Geometry (Å):
Yb -0.275 -0.628 0.300
C -1.670 -2.100 2.868
C -0.845 -3.114 2.064
C -1.614 -3.474 0.777
C 0.563 -2.620 1.730
C 1.416 -3.430 0.959
C 2.708 -3.037 0.649
C 3.219 -1.805 1.076
C 4.622 -1.418 0.768
C 2.403 -1.008 1.885
C 1.107 -1.411 2.251
H -2.661 -2.512 3.054
H -1.812 -1.130 2.323
H -1.225 -1.911 3.843
H -0.748 -4.031 2.661
H -1.887 -2.565 0.186
H -2.544 -3.973 1.046
H -1.067 -4.169 0.138
H 1.088 -4.421 0.676
H 3.356 -3.715 0.110
H 5.300 -2.012 1.382
H 4.817 -0.373 0.988
H 4.889 -1.628 -0.265
H 2.819 -0.111 2.328
H 0.637 -0.901 3.095
C -4.117 2.630 -2.008
N -2.966 1.995 -2.594
C -2.420 2.393 -3.784
C -1.384 1.576 -4.060
N -1.276 0.662 -3.021
C -2.257 0.965 -2.108
S -2.611 0.197 -0.624
C -0.419 -0.453 -3.129
C -0.294 -1.060 -4.380
C 0.613 -2.089 -4.552
C 1.399 -2.465 -3.467
C 1.183 -1.852 -2.250
N 0.267 -0.870 -2.043
H -4.849 2.833 -2.790
H -3.829 3.577 -1.550
H -4.573 1.989 -1.258
H -2.807 3.224 -4.341
H -0.705 1.588 -4.885
H -0.919 -0.749 -5.202
H 0.711 -2.581 -5.507
H 2.155 -3.229 -3.566
H 1.776 -2.143 -1.382
O 0.103 1.293 1.046
S -0.593 2.680 1.249
C -0.543 2.940 3.062
C 0.095 4.306 3.256
C 1.271 4.345 2.290
C 0.702 3.942 0.938
H 0.074 2.136 3.467
H -1.552 2.867 3.461
H 0.418 4.456 4.286
H -0.619 5.092 3.010
H 2.046 3.648 2.611
H 1.711 5.341 2.238
H 1.431 3.536 0.238
H 0.185 4.776 0.460

E_tot   -3088.7620 Eh
Total charge   +3
Molecular weight   602.70 g mol⁻¹
Frontier orbital gap (spin up / spin down)   8.151 / 6.907 eV
E_LUMO (spin up / spin down)   -9.04 / -10.28 eV
Max |F|   1.168 eV/Å
Highest occupied orbital energy (spin up / spin down)   -17.19 / -17.19 eV
Spin multiplicity   2